Computed, not measured: a cluster of 12 separate species, C26H60F14N12O32S14 in total at a distorted geometry, with the ωB97M-V functional and the def2-TZVPD basis.

Geometry as XYZ:
```
158
Properties=species:S:1:pos:R:3:forces:R:3:lowdin_charge:R:1
C 3.3016 -2.1391 1.9006 0.198 0.578 0.047 0.024
C 3.0760 -3.6135 1.7507 -0.091 1.119 0.078 -0.392
O 3.5946 -4.2661 0.9070 -0.267 -0.859 0.341 0.165
N 2.0762 -4.1426 2.7342 2.125 0.172 1.207 0.059
H 2.0320 -3.4055 3.4441 -0.691 0.486 0.103 0.062
H 1.1349 -4.2682 2.3191 -0.348 -0.247 -0.316 0.067
C 2.5131 -5.3337 3.5832 -0.752 0.761 -1.536 0.032
H 2.8362 -1.5639 2.7009 -0.523 -0.558 0.104 0.059
H 2.9892 -1.6974 0.9539 0.247 0.043 -0.070 0.070
H 4.3572 -1.9205 2.0653 0.145 -0.248 -0.447 0.096
H 2.5783 -6.0973 2.8109 0.187 -0.669 0.796 0.101
H 1.7068 -5.4163 4.3085 0.061 -0.577 -0.110 0.089
H 3.4337 -5.0810 4.1009 0.077 -0.113 -0.281 0.084
C 5.2024 -0.7776 -4.6431 -0.116 -0.341 -0.588 0.033
C 5.9574 -1.9866 -4.2381 0.415 0.247 0.578 -0.385
O 6.6998 -2.0893 -3.3282 0.301 -0.366 0.033 0.171
N 5.7304 -3.2565 -5.1062 0.541 0.127 1.349 0.085
H 4.7580 -3.1051 -5.3894 -0.786 -0.682 -0.549 0.062
H 6.3552 -3.2943 -5.9036 -0.055 0.252 -0.208 0.174
C 5.8484 -4.5392 -4.2812 -0.104 0.717 -0.876 0.031
H 4.2437 -1.0239 -5.0988 -0.039 0.079 0.082 0.076
H 5.8138 -0.3197 -5.4245 -0.079 0.352 0.002 0.117
H 5.0845 -0.1013 -3.7991 0.180 -0.021 -0.053 0.081
H 5.5948 -4.2755 -3.2579 -0.329 -0.337 -0.119 0.100
H 6.8634 -4.9294 -4.3050 0.022 0.290 -0.099 0.093
H 5.1819 -5.2233 -4.8028 -0.162 -0.185 0.573 0.100
C 0.5724 0.0844 0.8676 0.128 0.526 -0.347 0.024
C 0.2829 0.6094 -0.5304 -0.661 -0.991 -0.359 -0.343
O -0.7996 0.8622 -0.9754 0.777 0.299 0.533 0.150
N 1.4101 0.6206 -1.5387 0.856 -0.867 0.430 0.053
H 1.4754 1.4255 -2.1815 -0.983 0.216 -0.277 0.061
H 2.3503 0.6601 -1.1261 -0.089 0.166 0.870 0.054
C 1.5410 -0.6543 -2.3194 -1.162 0.427 -1.041 0.021
H -0.1418 0.5545 1.5417 0.120 0.034 0.030 0.055
H 1.5886 0.2638 1.2137 -0.071 0.234 -0.102 0.062
H 0.4208 -0.9941 0.9407 -0.184 0.008 -0.418 0.079
H 2.1336 -0.4186 -3.2046 0.814 -0.184 0.453 0.101
H 0.6053 -0.8906 -2.8290 -0.366 -0.249 0.711 0.095
H 1.8967 -1.4335 -1.6509 0.109 -0.087 -0.367 0.091
C -2.9182 -0.7604 2.4685 -1.286 -0.216 0.456 0.044
C -4.3861 -0.6214 1.8461 0.132 -0.234 -2.843 -0.318
C -4.8389 -2.0043 1.3034 -0.626 -1.442 1.348 -0.127
C -5.1953 -2.9836 2.4246 0.666 0.976 0.952 -0.160
C -6.2982 -2.3806 3.3577 0.937 -1.160 -1.655 -0.107
C -6.0110 -0.9676 3.8930 -1.308 -0.976 0.381 -0.427
N -5.4345 -0.0865 2.8058 1.108 5.096 -0.461 0.084
O -5.6630 1.1660 2.7404 0.321 -6.178 0.781 0.179
C -4.9686 -1.0932 4.9919 1.160 0.875 1.423 0.004
C -7.3475 -0.3677 4.3432 0.001 1.904 0.113 -0.028
C -4.4274 0.2014 0.5179 -0.379 2.003 1.170 -0.034
H -2.7737 -0.1422 3.3517 0.124 0.110 -0.146 0.047
H -2.1460 -0.5755 1.7247 -0.463 0.357 -0.201 0.082
H -2.8125 -1.8085 2.7472 0.107 0.092 0.185 0.060
H -3.9983 -2.4840 0.8011 -0.151 0.646 -0.320 0.100
H -5.6923 -1.9762 0.6258 0.152 0.603 -0.222 0.131
H -4.2470 -3.1577 2.9368 -0.461 -0.088 0.449 0.065
H -5.4470 -3.9574 2.0063 -0.407 0.080 0.094 0.125
H -6.4371 -3.0000 4.2428 -0.138 0.004 -0.017 0.123
H -7.1891 -2.4486 2.7310 -0.383 0.489 0.345 0.120
H -4.7695 -0.1295 5.4665 0.212 0.261 -0.417 0.085
H -4.0061 -1.5478 4.7587 -0.086 0.266 -0.744 0.092
H -5.2244 -1.6775 5.8785 -1.114 -0.319 -0.445 0.108
H -7.9788 -0.8631 5.0792 0.499 -0.991 -0.313 0.096
H -7.9480 -0.1171 3.4678 -0.122 -0.366 -0.067 0.090
H -7.2276 0.6030 4.8314 0.496 0.120 -0.093 0.085
H -4.3543 1.2881 0.5969 0.820 0.057 0.688 0.070
H -5.4051 0.1866 0.0307 -0.122 -0.894 0.126 0.092
H -3.7089 -0.1523 -0.2198 -0.045 0.136 1.106 0.049
C 2.9881 7.5041 -2.4652 1.423 0.327 -0.341 -0.098
C 1.7756 7.3362 -1.5273 0.890 1.485 -0.820 -0.234
C 1.2521 5.9264 -1.5171 0.542 0.101 0.706 -0.135
N 0.1615 5.6509 -0.5100 -1.182 -0.825 -0.896 -0.190
C 0.5765 6.1169 0.9005 -1.771 -0.029 -1.302 0.053
C -0.1324 4.1477 -0.4803 -0.463 -1.305 1.095 -0.091
C -1.6453 3.9244 -0.6602 -0.282 0.750 0.566 -0.124
C -2.1495 5.1437 -1.4018 -0.299 -0.199 -1.483 -0.166
C -1.2217 6.2825 -1.0590 0.770 0.324 1.262 -0.037
H 3.4289 8.5022 -2.3991 -0.597 0.377 0.227 0.067
H 2.9108 7.3562 -3.5431 -0.854 -0.332 0.083 0.077
H 3.8909 6.9419 -2.2136 -0.427 -0.698 0.421 0.079
H 1.0737 8.1128 -1.8411 -0.513 -0.342 -0.077 0.110
H 2.1426 7.7222 -0.5760 -0.111 -0.546 0.288 0.102
H 2.0998 5.3160 -1.2011 -0.123 -0.420 -0.300 0.140
H 0.8927 5.6453 -2.5065 -0.015 -0.299 0.111 0.134
H -0.2425 5.9291 1.5960 -0.216 -0.149 -0.227 0.099
H 0.6416 7.1905 0.7458 0.773 -0.047 0.720 0.089
H 1.4050 5.5146 1.2662 0.444 0.516 -0.411 0.119
H 0.1767 3.7740 0.4974 -0.141 0.275 0.219 0.115
H 0.4714 3.5047 -1.1203 0.085 0.939 -0.836 0.101
H -2.1683 3.9792 0.2952 0.489 -0.288 0.194 0.089
H -1.9598 2.9856 -1.1110 0.495 -0.002 -0.157 0.119
H -3.2125 5.3153 -1.2269 0.149 0.404 0.691 0.124
H -2.1724 5.0204 -2.4864 0.593 -0.281 -0.037 0.100
H -1.5670 6.9159 -0.2420 -0.076 -0.082 0.041 0.123
H -1.0334 6.9186 -1.9216 0.458 -0.072 0.131 0.120
N 3.8025 0.4836 -0.2475 0.122 3.837 2.743 -0.279
S 5.2573 0.0212 -0.3628 4.834 -3.878 -3.399 0.440
O 5.8653 -0.4877 0.8498 -0.605 0.923 -1.181 -0.262
O 6.0854 0.6838 -1.3650 -0.831 -0.143 1.921 -0.282
F 4.8461 -1.2505 -1.2294 -0.109 -0.989 0.278 -0.199
S 4.1746 1.9094 0.6238 -3.386 3.335 1.784 0.590
O 4.8886 2.9527 -0.0515 0.411 -1.336 -0.112 -0.263
O 4.2670 1.8830 2.0682 0.198 -1.203 -1.965 -0.242
F 2.6544 2.4781 0.4181 -0.144 -0.354 -0.035 -0.228
N -0.2963 -4.6186 1.6656 -0.784 2.736 -3.457 -0.305
S -1.5178 -5.2498 2.2728 -0.579 -5.440 4.979 0.454
O -1.6656 -6.6000 1.8022 -0.683 0.588 0.272 -0.263
O -2.6568 -4.4956 2.6175 -0.881 0.671 -0.282 -0.258
F -0.8092 -5.4157 3.7585 -0.288 -0.201 -0.596 -0.227
S -1.0055 -3.9511 0.2826 2.577 0.698 -2.560 0.634
O -2.0323 -2.9637 0.5004 1.526 -1.086 -0.146 -0.255
O -1.0441 -4.8234 -0.8712 -0.270 1.035 2.170 -0.221
F 0.3913 -3.1490 0.0938 -0.469 0.601 -0.638 -0.215
N 1.6681 -2.5737 4.9804 -5.632 2.111 -0.639 -0.295
S 2.7862 -1.9156 5.7443 8.074 0.582 3.912 0.475
O 2.7818 -1.7554 7.1987 -0.753 -0.076 -2.408 -0.286
O 3.6111 -0.9634 4.9864 -1.759 -1.302 1.061 -0.285
F 3.6003 -3.3169 5.6263 1.108 -0.155 -0.003 -0.240
S 0.6249 -1.2319 5.0027 -3.540 1.661 0.412 0.591
O 0.7877 -0.4275 3.8314 0.014 -0.932 -0.158 -0.262
O 0.4738 -0.5025 6.2542 0.873 -1.999 -1.729 -0.257
F -0.8279 -1.9630 4.8355 1.753 0.068 -0.103 -0.192
N -3.3759 2.3850 4.3031 -0.264 2.723 -5.484 -0.259
S -2.4089 2.0705 5.3788 2.838 -1.768 8.910 0.402
O -1.5738 3.0925 5.9622 0.174 -0.187 -1.704 -0.274
O -1.8650 0.7486 5.3086 -0.442 0.129 -0.127 -0.286
F -3.4741 2.0506 6.6419 -0.326 -0.899 -0.972 -0.240
S -2.2787 3.0595 3.2111 -0.935 1.511 -2.569 0.552
O -1.3368 2.1804 2.5749 -0.193 0.005 1.221 -0.266
O -1.8707 4.4232 3.4563 -0.365 -1.191 0.282 -0.284
F -3.2992 3.2514 2.0090 -0.857 -0.076 0.349 -0.205
N 2.9662 -3.2057 -5.3154 -0.412 -1.264 3.423 -0.325
S 2.0936 -2.8494 -6.4871 -1.179 2.729 -7.502 0.441
O 1.5027 -1.5494 -6.5811 0.294 -0.446 1.033 -0.253
O 1.3720 -3.9268 -7.0968 0.169 -0.069 0.737 -0.260
F 3.3756 -2.6474 -7.5111 0.020 -0.160 0.253 -0.248
S 1.8405 -3.9582 -4.3748 1.539 -1.701 3.480 0.532
O 1.8946 -5.3789 -4.4651 0.089 0.435 -0.429 -0.248
O 0.6108 -3.2857 -4.1996 -0.048 0.435 -0.489 -0.216
F 2.6480 -3.6727 -2.9981 -0.187 0.049 -0.479 -0.206
N 1.7257 2.6076 -3.3485 -3.489 1.053 -2.210 -0.299
S 2.9796 3.0764 -4.1157 4.734 1.420 -1.193 0.471
O 2.8596 4.2944 -4.9061 -0.176 -1.310 1.307 -0.302
O 3.7590 1.9992 -4.6658 -0.596 0.347 0.107 -0.280
F 3.8770 3.5039 -2.8453 -0.722 -0.054 -0.392 -0.196
S 0.4608 2.9074 -4.4885 -2.540 -2.157 -1.011 0.618
O 0.7050 2.8763 -5.9206 0.678 -0.055 2.457 -0.257
O -0.5177 3.8488 -4.0332 1.040 0.608 0.668 -0.284
F -0.3425 1.5295 -4.2253 1.180 0.705 0.109 -0.180
N -4.2154 -1.1609 -4.1681 -3.414 -1.530 0.737 -0.221
S -3.4967 -1.5239 -2.8769 7.168 -0.328 3.015 0.409
O -2.9634 -2.8531 -2.7467 -0.414 0.414 -0.427 -0.275
O -3.9591 -0.9908 -1.6192 -0.629 -0.325 -1.667 -0.337
F -2.1567 -0.6375 -3.1562 -0.695 -0.196 0.029 -0.217
S -5.6021 -2.0308 -3.6381 -4.275 -1.290 -4.880 0.574
O -6.5678 -1.2737 -2.8792 1.409 -0.636 0.941 -0.299
O -5.5989 -3.5006 -3.6568 0.889 2.565 1.531 -0.287
F -6.3063 -1.8596 -5.0627 0.033 0.419 -0.874 -0.238
```
Forces are in eV/Å.

Computed properties:
**Net charge**: -2
**Largest force on an atom**: 0.1851 hartree/bohr
**Energy above the lowest of the compared OMol25 structures with the same formula, charge and spin**: 0.000 eV